[1]
The following is a quantum chemistry calculation of C13H23F6MnN6O2P as an isolated structure at a distorted geometry, from OMol25.

Values from the calculation:
energy above the lowest of the compared OMol25 structures with the same formula, charge and spin = 0.134 eV
orbital gap (spin up / spin down) = 0.2894 / 0.3472 Eh
multiplicity = 5
largest force on an atom = 0.05110 hartree/bohr
lowest unoccupied orbital energy (spin up / spin down) = -5.41 / -3.86 eV
energy = -3079.794853 hartree
total charge = +1

Each line ends with the Löwdin charge.
Cartesian coordinates (Å):
Mn: 0.34 0.04 0.86  1.00
N: -0.11 1.43 -0.93  0.02
C: -1.40 2.13 -0.62  -0.19
C: -1.27 2.53 0.86  -0.16
N: -1.09 1.33 1.66  -0.12
C: -2.35 0.49 2.01  -0.11
C: -2.62 -0.52 0.89  -0.21
N: -1.36 -1.12 0.47  -0.01
H: -0.18 0.70 -1.65  0.06
H: 0.51 2.14 -1.35  0.13
H: -1.75 2.89 -1.29  0.12
H: -2.17 1.41 -0.73  0.07
H: -0.36 3.15 1.04  0.14
H: -2.17 3.09 1.15  0.13
H: -0.75 1.63 2.56  0.09
H: -2.02 -0.10 2.88  0.09
H: -3.27 1.06 2.25  0.15
H: -3.27 -1.31 1.26  0.13
H: -3.20 -0.04 0.07  0.12
H: -1.15 -2.08 0.84  0.15
H: -1.23 -1.29 -0.55  0.07
N: 2.16 0.84 1.73  -0.01
C: 3.12 -0.34 1.69  -0.20
C: 3.66 -0.58 0.26  -0.07
C: 2.58 -0.61 -0.81  -0.58
O: 2.79 -0.33 -1.94  0.13
O: 1.35 -0.95 -0.34  -0.20
H: 2.71 1.65 1.42  0.13
H: 1.94 0.96 2.72  0.07
H: 2.61 -1.23 2.07  0.11
H: 3.87 -0.06 2.44  0.14
H: 4.05 -1.63 0.32  0.15
H: 4.45 0.13 0.04  0.13
F: 0.26 -0.78 2.81  -0.29
P: 0.29 -0.54 4.60  0.28
F: 1.85 -0.02 4.43  -0.16
F: 0.39 -0.28 6.13  -0.06
F: -0.24 1.02 4.31  -0.18
F: -1.25 -0.97 4.58  -0.12
F: 0.77 -2.04 4.62  -0.09
N: 0.07 -0.31 -7.70  0.19
C: -0.18 -0.69 -6.65  -0.15
C: -0.43 -0.93 -5.24  -0.20
C: -1.56 -0.38 -4.61  0.00
C: -1.79 -0.60 -3.28  -0.11
N: -0.91 -1.32 -2.54  0.03
C: 0.20 -1.73 -3.13  -0.14
C: 0.49 -1.64 -4.49  0.02
H: -2.20 0.19 -5.27  0.13
H: -2.59 -0.18 -2.72  0.10
H: 0.89 -2.28 -2.44  0.13
H: 1.51 -1.95 -4.72  0.14



[2]
The following is a quantum chemistry calculation of C27H46Cl3O2PSc as an isolated structure at a distorted geometry, from OMol25.

Values from the calculation:
energy above the lowest of the compared OMol25 structures with the same formula, charge and spin = 0.000 eV
orbital gap = 0.2118 Eh
multiplicity = 1
largest force on an atom = 0.06843 hartree/bohr
lowest unoccupied orbital energy = 2.60 eV
energy = -3689.720309 hartree
total charge = -1

Each line ends with the Löwdin charge.
Cartesian coordinates (Å):
Sc: -2.10 0.84 0.79  0.37
Cl: -1.09 2.76 1.68  -0.01
P: 0.66 0.07 0.28  1.10
C: -4.05 1.30 1.20  -0.24
H: -4.71 0.51 1.57  -0.01
H: -4.21 2.30 1.61  0.03
C: 1.21 -1.33 -0.84  -0.43
C: 1.24 -0.26 2.05  -0.43
C: 0.67 -2.69 -0.34  -0.20
H: 0.69 -1.09 -1.78  0.12
C: 0.87 -3.76 -1.42  -0.20
H: 1.21 -2.99 0.57  0.10
H: -0.39 -2.63 -0.06  0.09
C: 2.33 -3.87 -1.88  -0.21
H: 0.51 -4.72 -1.04  0.11
H: 0.24 -3.50 -2.28  0.11
C: 2.94 -2.51 -2.24  -0.20
H: 2.92 -4.33 -1.07  0.11
H: 2.39 -4.54 -2.74  0.10
C: 2.70 -1.44 -1.16  -0.22
H: 4.02 -2.62 -2.41  0.10
H: 2.50 -2.16 -3.18  0.11
H: 3.26 -1.71 -0.25  0.10
H: 3.11 -0.49 -1.51  0.08
C: 1.62 1.60 -0.28  -0.45
C: 2.52 -1.08 2.18  -0.22
H: 1.43 0.76 2.44  0.11
C: 2.96 -1.13 3.65  -0.20
H: 2.35 -2.10 1.82  0.10
H: 3.34 -0.66 1.58  0.09
C: 1.86 -1.68 4.57  -0.21
H: 3.87 -1.74 3.75  0.10
H: 3.21 -0.11 3.97  0.11
C: 0.52 -0.98 4.37  -0.19
H: 1.73 -2.76 4.38  0.11
H: 2.17 -1.58 5.62  0.10
C: 0.11 -0.86 2.90  -0.22
H: -0.27 -1.51 4.92  0.11
H: 0.56 0.03 4.79  0.11
H: -0.20 -1.84 2.50  0.10
H: -0.80 -0.22 2.88  0.08
C: 1.51 1.81 -1.80  -0.20
H: 1.03 2.39 0.22  0.04
C: 2.15 3.14 -2.22  -0.20
H: 2.00 0.98 -2.33  0.10
H: 0.45 1.80 -2.11  0.11
C: 3.57 3.34 -1.67  -0.21
H: 2.16 3.21 -3.31  0.10
H: 1.51 3.96 -1.86  0.12
C: 3.68 3.05 -0.17  -0.20
H: 4.26 2.68 -2.22  0.11
H: 3.90 4.36 -1.87  0.10
C: 3.06 1.70 0.23  -0.21
H: 4.73 3.07 0.14  0.10
H: 3.16 3.84 0.39  0.12
H: 3.67 0.88 -0.18  0.10
H: 3.10 1.61 1.32  0.10
C: -2.97 0.79 -1.16  -0.36
C: -4.10 1.31 -0.41  -0.47
H: -2.79 -0.29 -0.90  0.03
C: -4.56 2.73 -0.85  -0.18
H: -4.92 0.62 -0.66  0.10
C: -4.75 2.79 -2.36  -0.22
H: -5.50 2.97 -0.34  0.11
H: -3.81 3.47 -0.54  0.11
C: -3.48 2.39 -3.08  -0.21
H: -5.57 2.12 -2.64  0.11
H: -5.07 3.80 -2.65  0.10
C: -2.97 1.00 -2.64  -0.23
H: -3.66 2.37 -4.16  0.10
H: -2.71 3.15 -2.90  0.11
H: -3.65 0.25 -3.09  0.10
H: -1.97 0.81 -3.07  0.09
Cl: -5.32 -2.05 2.08  0.62
C: -4.17 -2.73 0.91  -0.95
Cl: -4.45 -2.22 -0.79  0.65
C: -2.74 -2.31 1.31  -0.70
O: -1.95 -3.21 1.58  0.02
O: -2.49 -1.03 1.31  -0.20
H: -4.24 -3.81 0.94  0.06



[3]
The following is a quantum chemistry calculation of a 2-piece molecular cluster, C3H6FNO3S overall at a distorted geometry, from OMol25.

Values from the calculation:
energy above the lowest of the compared OMol25 structures with the same formula, charge and spin = 3.147 eV
orbital gap = 0.3070 Eh
multiplicity = 1
largest force on an atom = 0.08685 hartree/bohr
lowest unoccupied orbital energy = -1.06 eV
energy = -896.245546 hartree
total charge = 0

Each line ends with the Löwdin charge.
Cartesian coordinates (Å):
C: 0.90 1.09 0.98  0.00
C: 0.36 1.35 -0.15  -0.27
C: -0.85 0.69 -0.80  -0.30
N: -0.65 -2.01 2.23  0.03
O: 0.22 -1.62 -1.80  -0.32
O: 0.96 0.64 -2.74  -0.49
O: -0.26 -2.89 2.86  0.14
F: -1.21 -0.88 2.98  -0.14
S: -0.28 -0.08 -2.40  0.93
H: 1.72 1.72 1.36  0.08
H: 0.32 0.49 1.66  0.03
H: 0.61 2.27 -0.70  0.10
H: -1.37 1.48 -1.22  0.05
H: -1.32 -0.11 -0.06  0.14
H: 0.86 -2.15 -2.21  0.02



[4]
The following is a quantum chemistry calculation of a 2-piece molecular cluster, C4H10O3 overall at a distorted geometry, from OMol25.

Values from the calculation:
energy above the lowest of the compared OMol25 structures with the same formula, charge and spin = 0.816 eV
orbital gap = 0.2556 Eh
multiplicity = 1
largest force on an atom = 0.04350 hartree/bohr
lowest unoccupied orbital energy = 6.96 eV
energy = -384.001686 hartree
total charge = -2

Each line ends with the Löwdin charge.
Cartesian coordinates (Å):
C: -0.35 -1.79 -2.06  -0.58
O: 0.31 -2.71 -2.89  -0.44
C: 0.52 -1.08 -1.04  -0.26
C: -0.37 -0.34 -0.02  -0.24
C: 0.03 0.94 0.67  -0.34
O: -0.92 1.46 1.62  -0.19
H: -1.18 -2.11 -1.39  0.07
H: -0.91 -0.92 -2.59  0.08
H: 1.01 -1.92 -0.62  0.07
H: 1.25 -0.39 -1.56  0.11
H: -0.61 -1.09 0.80  0.12
H: -1.36 -0.14 -0.48  0.09
H: 0.95 0.76 1.14  0.08
H: 0.23 1.74 -0.11  0.12
H: -0.29 1.64 2.45  0.04
H: 0.75 3.41 2.82  -0.13
O: 0.91 2.54 3.27  -0.60



[5]
The following is a quantum chemistry calculation of CH4N2OS2 as an isolated structure at a distorted geometry, from OMol25.

Values from the calculation:
energy above the lowest of the compared OMol25 structures with the same formula, charge and spin = 4.316 eV
orbital gap = 0.3102 Eh
multiplicity = 1
largest force on an atom = 0.12924 hartree/bohr
lowest unoccupied orbital energy = -0.25 eV
energy = -1021.469045 hartree
total charge = 0

Each line ends with the Löwdin charge.
Cartesian coordinates (Å):
C: -0.90 -0.21 0.07  -1.05
H: 1.20 1.27 0.92  0.21
H: -1.33 1.88 -0.10  0.20
H: 0.01 -1.84 0.95  0.06
H: 1.53 -1.49 -1.55  -0.10
N: -0.54 1.06 -0.27  -0.13
N: 0.09 -0.94 0.55  -0.30
O: 0.72 1.82 -0.08  -0.19
S: -2.51 -0.61 -0.23  0.57
S: 1.72 -0.94 -0.27  0.74



[6]
The following is a quantum chemistry calculation of a 3-piece molecular cluster, C15H38NO10S2Si overall at a distorted geometry, from OMol25.

Values from the calculation:
orbital gap = 0.2854 Eh
multiplicity = 1
largest force on an atom = 0.15479 hartree/bohr
lowest unoccupied orbital energy = 2.03 eV
energy = -2487.151492 hartree
total charge = -1

Each line ends with the Löwdin charge.
Cartesian coordinates (Å):
C: -6.17 -4.51 -4.80  -0.26
Si: -5.55 -3.92 -6.52  0.44
C: -4.21 -5.10 -7.33  -0.24
C: -7.11 -3.95 -7.70  -0.23
S: -4.69 -1.93 -6.55  0.50
O: -5.73 -0.79 -6.29  -0.47
O: -4.19 -1.69 -8.03  -0.48
N: -3.28 -1.73 -5.54  -0.40
S: -3.51 -2.37 -3.93  0.64
O: -2.31 -1.88 -3.03  -0.48
O: -4.86 -1.91 -3.32  -0.45
H: -5.32 -4.75 -4.02  0.03
H: -6.97 -3.75 -4.35  0.07
H: -6.78 -5.53 -4.95  0.05
H: -4.16 -6.09 -6.71  0.04
H: -4.48 -5.35 -8.45  0.05
H: -3.18 -4.52 -7.35  0.05
H: -7.01 -4.75 -8.55  0.04
H: -8.07 -4.26 -7.08  0.04
H: -7.34 -2.89 -8.17  0.05
H: -3.37 -3.77 -4.02  0.05
C: 0.57 -0.90 -3.27  -0.10
O: 1.63 -0.60 -2.37  -0.21
C: 2.70 0.11 -3.00  -0.20
C: 3.37 1.06 -2.00  -0.18
O: 2.60 2.24 -1.72  -0.14
C: 1.41 2.04 -0.94  -0.17
C: 1.68 1.67 0.52  -0.19
O: 2.09 0.31 0.63  -0.20
C: 3.02 0.10 1.68  -0.11
H: 0.90 -1.65 -4.00  0.09
H: -0.26 -1.31 -2.69  0.06
H: 0.22 0.00 -3.78  0.09
H: 2.34 0.68 -3.86  0.12
H: 3.43 -0.64 -3.34  0.12
H: 4.30 1.42 -2.46  0.12
H: 3.66 0.55 -1.08  0.11
H: 0.74 1.33 -1.42  0.12
H: 0.90 3.01 -0.95  0.12
H: 0.77 1.79 1.11  0.12
H: 2.45 2.35 0.93  0.12
H: 3.88 0.78 1.58  0.08
H: 3.39 -0.92 1.62  0.09
H: 2.54 0.25 2.65  0.08
C: 1.84 5.38 5.50  -0.11
O: 1.70 4.16 6.22  -0.21
C: 1.04 3.15 5.46  -0.19
C: 1.56 1.76 5.85  -0.17
O: 2.87 1.46 5.33  -0.14
C: 3.96 2.19 5.92  -0.17
C: 4.27 1.78 7.36  -0.19
O: 3.30 2.33 8.26  -0.21
C: 3.04 1.48 9.37  -0.11
H: 0.87 5.85 5.36  0.09
H: 2.48 6.05 6.09  0.09
H: 2.33 5.20 4.54  0.09
H: 1.19 3.30 4.39  0.12
H: -0.03 3.21 5.69  0.13
H: 0.90 1.01 5.40  0.13
H: 1.52 1.59 6.93  0.11
H: 3.82 3.26 5.82  0.11
H: 4.83 1.94 5.30  0.13
H: 5.25 2.18 7.65  0.12
H: 4.30 0.68 7.42  0.12
H: 2.76 0.47 9.03  0.09
H: 2.20 1.90 9.93  0.09
H: 3.92 1.43 10.02  0.09